Entry 1:
{"formula": "C3H9NO3", "method": "ωB97M-V with the def2-TZVPD basis set", "homo_ev": -9.48, "relative_energy_kcal_mol": 30.2, "lumo_energy_ha": 0.0154, "elements": ["C", "N", "C", "C", "O", "O", "H", "H", "H", "H", "H", "H", "H", "H", "H", "O"], "coordinates": [[-1.60890, -1.71912, 0.59345], [-0.39299, -1.50094, -0.22439], [-0.42585, -0.14684, -0.73198], [0.69092, 0.12135, -1.71167], [0.63951, 1.46375, -2.03690], [1.61137, -0.53737, -2.11108], [-1.64362, -2.71546, 1.02615], [-1.58287, -1.03390, 1.44306], [-2.48499, -1.43106, 0.00322], [-0.40936, -2.16425, -0.98473], [-1.32328, -0.00702, -1.36331], [-0.29721, 0.60745, 0.03979], [1.39584, 1.51530, -2.66488], [2.50311, 3.01429, 2.72358], [1.32888, 2.11258, 2.69394], [1.99946, 2.42122, 3.30577]], "nbo_charge": [-0.419, -0.602, -0.333, 0.785, -0.702, -0.575, 0.212, 0.191, 0.165, 0.361, 0.196, 0.227, 0.493, 0.465, 0.462, -0.927]}

Entry 2:
{"formula": "C27H26NO2PtS2", "method": "ωB97M-V with the def2-TZVPD basis set", "homo_ev": -11.12, "relative_energy_kcal_mol": 0.0, "total_charge": 1, "lumo_energy_ha": -0.0996, "elements": ["Pt", "O", "S", "C", "C", "C", "C", "S", "O", "C", "C", "C", "C", "C", "C", "C", "C", "C", "C", "C", "C", "H", "H", "H", "H", "H", "H", "H", "H", "H", "H", "H", "H", "H", "H", "H", "H", "H", "H", "C", "C", "C", "C", "N", "C", "C", "C", "C", "C", "C", "C", "H", "H", "H", "H", "H", "H", "H", "H"], "coordinates": [[0.06119, -0.87038, -2.19674], [2.07814, -1.60409, -2.24765], [3.17757, -1.70582, -1.17298], [2.41496, -2.83194, 0.05139], [2.70396, -2.58773, 1.53410], [1.55495, -1.88521, 2.27171], [0.28639, -2.74478, 2.41001], [-1.11790, -2.20160, 1.39592], [-0.55732, -1.99123, 0.01492], [-1.31962, -0.56137, 2.07939], [-1.34925, 0.50524, 1.19659], [-1.59585, 1.78445, 1.67941], [-1.81254, 1.98435, 3.03400], [-1.79567, 0.90474, 3.91055], [-1.56336, -0.37583, 3.43589], [3.20397, -0.17069, -0.27281], [2.07861, 0.62125, -0.21852], [2.11319, 1.82172, 0.47204], [3.27787, 2.19852, 1.13015], [4.41042, 1.39466, 1.06938], [4.38523, 0.20689, 0.35335], [2.75254, -3.81813, -0.26876], [1.35196, -2.74199, -0.17222], [3.60659, -1.98666, 1.65386], [2.90314, -3.54436, 2.02002], [1.31615, -0.94708, 1.76670], [1.90492, -1.62058, 3.26993], [-0.09339, -2.74727, 3.43213], [0.44895, -3.78308, 2.11348], [-1.18142, 0.33160, 0.14146], [-1.62523, 2.61855, 0.98892], [-2.00590, 2.98015, 3.41026], [-1.96966, 1.06072, 4.96666], [-1.57891, -1.21396, 4.12161], [1.18051, 0.28155, -0.73189], [1.23579, 2.45495, 0.49138], [3.29976, 3.12004, 1.69683], [5.31765, 1.69907, 1.57346], [5.27084, -0.41422, 0.28513], [-4.03505, -2.08683, -2.26564], [-4.70321, -0.86939, -2.32885], [-3.97750, 0.30512, -2.39550], [-2.59128, 0.24733, -2.37960], [-1.96169, -0.94272, -2.30193], [-2.65688, -2.08041, -2.25583], [-1.67397, 1.36227, -2.50219], [-2.02178, 2.70999, -2.47083], [-1.05577, 3.67375, -2.70688], [0.25555, 3.29099, -2.97719], [0.61922, 1.94912, -2.92623], [-0.34443, 0.98544, -2.67955], [-4.56886, -3.02411, -2.21718], [-5.78442, -0.83848, -2.34434], [-4.48037, 1.25791, -2.47381], [-2.08034, -2.99404, -2.21596], [-3.03835, 3.00893, -2.24606], [-1.32399, 4.72138, -2.69244], [1.00138, 4.03629, -3.22067], [1.65252, 1.66704, -3.08844]], "nbo_charge": [0.746, -0.983, 1.280, -0.611, -0.414, -0.425, -0.603, 1.297, -1.053, -0.277, -0.244, -0.141, -0.210, -0.193, -0.205, -0.316, -0.141, -0.210, -0.178, -0.201, -0.195, 0.245, 0.274, 0.230, 0.225, 0.229, 0.232, 0.243, 0.238, 0.238, 0.215, 0.227, 0.230, 0.221, 0.209, 0.228, 0.229, 0.233, 0.232, -0.255, -0.121, -0.225, 0.202, -0.412, 0.083, -0.102, -0.186, -0.225, -0.172, -0.273, -0.061, 0.243, 0.236, 0.236, 0.226, 0.218, 0.228, 0.227, 0.232]}

Entry 3:
{"formula": "C25H18N2O", "method": "ωB97M-V with the def2-TZVPD basis set", "homo_ev": -8.53, "relative_energy_kcal_mol": 0.0, "lumo_energy_ha": -0.0026, "elements": ["C", "C", "C", "N", "C", "C", "C", "C", "C", "N", "C", "C", "H", "H", "H", "H", "H", "H", "H", "C", "C", "C", "C", "C", "O", "C", "C", "C", "C", "C", "C", "C", "C", "C", "C", "H", "H", "H", "H", "H", "H", "H", "H", "H", "H", "H"], "coordinates": [[3.89399, 0.88003, 2.24040], [3.19648, -0.43751, 2.50788], [3.60379, -1.51051, 1.52594], [3.98615, -2.43349, 0.94447], [1.63361, -0.34277, 2.58226], [0.98477, 0.86389, 2.85834], [-0.39647, 0.87168, 3.09101], [-1.13883, -0.30246, 3.03080], [-2.55464, -0.28633, 3.34559], [-3.71233, -0.23912, 3.53612], [-0.47891, -1.49454, 2.72370], [0.89559, -1.51686, 2.48154], [3.38382, 1.75798, 2.62829], [4.78642, 0.76695, 2.86966], [4.20411, 1.13402, 1.21700], [1.52586, 1.79714, 3.02460], [-0.91203, 1.81077, 3.27121], [-1.04800, -2.40979, 2.62146], [1.38341, -2.49164, 2.34384], [10.53255, -1.00143, 4.08505], [9.67972, -1.79799, 3.29479], [8.28382, -1.68738, 3.44347], [7.68318, -0.78597, 4.36120], [6.24359, -0.59367, 4.47824], [5.93009, 0.39341, 5.39120], [4.62341, 0.43434, 5.83597], [3.59671, -0.19940, 5.14568], [2.31385, -0.10486, 5.70021], [2.05463, 0.63491, 6.84874], [3.10958, 1.26397, 7.53624], [4.39867, 1.17114, 7.02286], [3.80960, -0.94296, 3.82149], [5.29559, -1.16676, 3.68932], [8.56812, -0.06307, 5.18414], [9.95669, -0.14571, 5.04234], [11.62929, -1.03408, 3.95304], [10.12792, -2.49454, 2.57198], [7.61913, -2.32642, 2.86492], [1.53289, -0.61204, 5.11379], [1.02345, 0.68504, 7.21706], [2.86997, 1.79196, 8.47339], [5.20945, 1.61769, 7.58979], [3.19176, -1.86058, 3.85963], [5.63380, -1.74233, 2.83230], [8.19263, 0.57658, 5.97715], [10.57967, 0.46244, 5.69437]], "nbo_charge": [-0.616, -0.167, 0.317, -0.325, 0.003, -0.203, -0.149, -0.179, 0.275, -0.293, -0.165, -0.166, 0.221, 0.231, 0.236, 0.230, 0.232, 0.232, 0.230, -0.205, -0.203, -0.205, -0.021, 0.298, -0.497, 0.374, -0.120, -0.173, -0.234, -0.188, -0.272, -0.241, -0.286, -0.206, -0.214, 0.219, 0.220, 0.215, 0.217, 0.221, 0.223, 0.231, 0.224, 0.234, 0.227, 0.216]}

Entry 4:
{"formula": "C6H9ClOS", "method": "ωB97M-V with the def2-TZVPD basis set", "homo_ev": [-7.88, -7.29], "relative_energy_kcal_mol": 77.5, "lumo_energy_ha": [-0.0068, -0.0240], "elements": ["C", "C", "C", "C", "C", "C", "O", "S", "Cl", "H", "H", "H", "H", "H", "H", "H", "H", "H"], "coordinates": [[-0.80869, -0.65026, 0.79793], [-2.16830, -1.36299, -1.56292], [-0.17643, 1.49755, -0.11821], [1.23967, 0.58020, 1.55442], [1.10802, -0.73264, -0.67370], [0.37379, 0.14448, 0.36629], [-1.34732, -0.91577, 1.77239], [-1.96876, -0.66294, -2.99356], [-3.40311, -2.42188, -0.93791], [0.47897, 2.24756, 0.26971], [-1.22888, 1.75051, 0.11616], [-0.08657, 1.41252, -1.19878], [2.03440, 1.26962, 1.33198], [1.68586, -0.24399, 1.93807], [0.56285, 0.94357, 2.21437], [1.45709, -1.58675, -0.28206], [0.45157, -1.13859, -1.54024], [1.79583, -0.13021, -1.05394]], "nbo_charge": [0.712, -0.358, -0.599, -0.583, -0.588, -0.198, -0.455, 0.074, 0.031, 0.216, 0.232, 0.231, 0.216, 0.205, 0.211, 0.210, 0.239, 0.205]}